Record 1
DFT (ωB97M-V with the def2-TZVPD basis set) results for a cluster of 3 separate species, C35H80BBr2N2O12P3 in total.

Values from the calculation:
**Largest force on an atom**: 6.489 eV Å⁻¹
**LUMO energy**: 0.215 eV
**HOMO**: -0.3289 Ha
**Gap between HOMO and LUMO**: 9.165 eV
**SMILES**: CCCC[C@H](CCCCN)OC[C@@](OC[C@@H](C)CC(C)C)(O[C@H]([PH2]=N)[C@H](Br)[C@H](C)Br)B(C)O.CCOP(=O)(OCC)OCC.CCOP(=O)(OCC)OCC
**Energy above the lowest of the compared OMol25 structures with the same formula, charge and spin**: 0.0000 eV
**DFT total energy**: -233772.902 eV

Atoms and positions in Å:
C1 12.83930 2.15679 -2.31172
C2 -6.82954 -1.10845 4.44514
H1 -7.87538 2.21680 4.47524
O1 5.86232 -0.72087 -4.25490
H2 6.39249 -0.94074 -6.25798
C3 11.79383 1.98446 2.43512
H3 4.09141 0.29324 -3.14411
H4 -2.51432 -1.78286 1.64478
H5 6.66705 -4.53512 -3.32885
H6 4.07861 0.92059 -5.50118
N1 -6.24670 -5.08506 1.51929
C4 -6.49297 -3.37867 3.35365
B1 -6.37084 2.77579 0.85079
H7 -3.80420 2.52188 6.80574
H8 -6.04611 -3.79720 4.25747
H9 -7.54924 -2.01700 -2.15979
H10 0.06923 -2.22436 1.49016
C5 5.90816 -0.22655 -5.58937
O2 -6.42343 0.79926 3.00807
H11 -6.26191 1.82223 -2.59755
H12 -8.00240 -4.01385 1.99047
H13 -4.65801 1.83337 4.71812
C6 -1.05889 -2.52233 -0.28029
H14 13.46987 4.04442 -3.14148
H15 -3.96310 -0.12615 2.57580
H16 -2.30264 2.35657 2.05709
H17 12.75048 1.88649 2.95088
C7 0.37688 -0.51013 0.28480
C8 10.77470 1.04904 3.05173
H18 -5.79097 3.19981 4.60141
H19 8.36090 2.17053 -3.22396
H20 1.26265 -1.00939 -0.10769
P1 -6.77017 -1.61468 -1.06084
H21 10.00269 1.58232 -3.49953
C9 -7.38293 0.22460 3.88908
C10 -6.56015 0.34955 1.68838
H22 -5.45887 -2.84262 0.04991
H23 -6.33074 -0.71636 1.55812
C11 -2.28771 0.30366 1.32288
H24 1.42654 -1.20412 -3.00126
C12 -1.69523 -1.06332 1.74329
H25 -7.62565 0.60070 -0.84397
C13 -7.58256 3.27715 -0.02117
H26 4.59336 0.50182 -7.13791
H27 9.86514 1.01015 2.45236
H28 -8.34967 0.03955 3.40679
H29 -5.94793 0.63938 6.24426
H30 3.31807 -0.38830 -1.73970
H31 8.95150 -2.71808 -2.40406
C14 -7.53894 -2.35110 3.84253
H32 -2.12249 0.48299 0.25983
H33 10.51918 1.37179 4.06206
H34 8.45431 -2.82753 -4.08365
H35 0.64517 0.20098 1.06244
O3 -4.45183 1.41316 1.29193
H36 -5.58545 -2.00486 -4.21399
H37 1.68193 0.47851 -3.48119
H38 -8.50041 3.27055 0.57189
O4 10.21888 3.21433 0.50867
H39 -7.40253 4.33134 -0.25669
H40 8.93622 0.26617 -1.70617
Br1 -3.90005 -0.21460 -3.03092
C15 8.47554 -3.37011 -3.13876
O5 -5.56341 0.76483 -0.54988
H41 -5.31883 -4.70851 1.65828
O6 6.23033 -2.60680 -2.66644
H42 -5.78416 -1.14972 4.13380
H43 -0.70738 1.64192 1.99641
C16 -1.75644 1.42795 2.21096
O7 12.03537 1.64815 1.06808
H44 -0.14629 -0.00498 -0.52746
C17 3.46461 -0.52944 -2.81166
H45 11.73429 3.78885 -3.20352
H46 -7.61279 -1.77086 0.05940
H47 12.79567 2.91851 -4.32661
H48 -0.50546 -3.46136 -0.26971
C18 -3.79409 0.17728 1.53205
C19 -5.35604 2.46116 5.27308
H49 7.10164 -4.14922 -1.67338
H50 -6.16359 -0.99109 -5.50378
H51 -5.74127 -2.83787 2.77153
H52 -5.53551 0.86486 -4.50353
H53 -7.56234 -5.22930 3.18564
H54 -6.81638 2.06335 6.77541
H55 -2.10899 -2.78502 -0.15477
H56 11.17386 0.03504 3.10518
H57 -8.16690 -2.79154 4.61619
H58 -7.62727 0.45840 1.42493
C20 -0.55347 -1.59434 0.84838
H59 -5.35298 4.35674 1.32409
C21 -7.15713 -4.47453 2.50835
H60 2.19918 -0.84988 -4.53773
H61 -7.24843 -1.37328 -4.19618
C22 7.07854 -3.75498 -2.69035
H62 -0.93085 -2.05966 -1.26001
C23 9.34986 2.07344 -2.77554
H63 13.87359 1.81127 -2.30712
O8 5.85131 -3.05106 -5.01527
C24 -5.68734 0.12442 -3.72447
O9 4.12184 -1.79370 -2.92930
C25 2.11496 -0.52191 -3.50140
P2 11.25648 2.39584 -0.13415
H64 -1.42278 -1.05327 2.79908
C26 -4.53472 3.18748 6.34280
C27 -6.42896 1.55174 5.88904
C28 -6.66879 0.25346 -1.24178
C29 4.53217 0.13822 -6.11177
C30 -5.74871 1.27799 0.77677
H65 9.09676 -4.25919 -3.25824
H66 -6.56115 -4.85008 0.58907
H67 3.86534 -0.72718 -6.09161
H68 -3.97317 4.01712 5.91212
H69 11.48065 3.02310 2.52928
H70 -1.79229 1.11630 3.25567
O10 10.56245 1.14091 -0.86775
C31 12.69866 3.29197 -3.30685
H71 -8.48820 1.00330 5.58619
C32 -6.21284 -1.14271 -4.42631
C33 9.28198 1.27689 -1.48861
H72 6.54140 0.66202 -5.56680
H73 -8.12162 -2.05748 2.96743
H74 -5.16750 3.59675 7.13291
Br2 -8.43513 0.94135 -3.36086
P3 5.28357 -2.22123 -3.92944
H75 8.55769 1.72042 -0.80388
H76 -6.84284 -1.11542 5.53250
O11 -5.82779 3.64542 1.76955
C34 -6.59855 0.79270 -2.68979
N2 -5.41492 -2.38135 -0.85307
H77 -7.73751 2.77357 -0.97339
C35 -7.62702 1.27511 4.97189
H78 12.23051 1.29889 -2.58948
H79 -4.14830 -0.63653 0.89441
O12 12.58581 2.58658 -0.97174
H80 9.74917 3.07466 -2.59832

Atom charges from the Mulliken analysis, given in e for atoms 1 to 6:
1. C -0.13
2. C -0.99
3. H 0.37
4. O -0.20
5. H 0.34
6. C -0.29



Record 2
DFT (ωB97M-V with the def2-TZVPD basis set) results for a cluster of 7 separate species, C35H80N2O13P2S in total.

Values from the calculation:
**Largest force on an atom**: 3.042 eV Å⁻¹
**LUMO energy**: 0.274 eV
**HOMO**: -0.3163 Ha
**Gap between HOMO and LUMO**: 8.881 eV
**SMILES**: CC(C)CC[C@](C#N)(P(C)C)[C@](O)(C#N)[PH2]=S.COCCOC.COCCOC.COCCOC.COCCOC.COCCOC.COCCOC
**DFT total energy**: -96593.584 eV

Atoms and positions in Å:
H1 -4.04106 1.96605 4.17554
H2 1.04693 -0.84113 3.66730
N1 3.66336 -2.82236 0.00262
H3 -5.82464 1.96434 6.58207
H4 -3.49583 5.50759 3.80340
O1 -2.02228 -4.27492 -4.46655
C1 -3.56855 0.07218 -7.17499
H5 -2.23253 -2.55267 -5.59984
H6 -1.19037 5.04087 2.22832
H7 8.45713 -1.05260 4.19529
H8 7.69393 -3.48156 4.04908
H9 -4.34830 -1.20651 -5.62702
O2 0.32744 -2.56434 -4.86444
C2 1.02732 -3.10617 2.44016
H10 1.93941 4.87503 3.70718
H11 -2.74569 2.31200 3.00048
H12 2.88082 4.70548 0.80003
H13 2.85037 2.52706 -5.09147
C3 6.40977 -2.21162 5.17562
C4 4.74428 -3.68067 3.06372
H14 2.65636 0.14794 1.28332
C5 -5.30675 -0.41359 1.93350
C6 3.24902 2.11995 -3.01837
C7 1.01248 -3.32357 -3.88261
C8 -3.03185 2.36382 4.05543
C9 -4.62608 0.56464 -1.32503
C10 -3.84711 -0.23851 -5.72244
H15 4.03058 1.66361 -2.40337
C11 1.98452 -0.72111 4.18744
H16 -4.00335 1.06159 -2.07636
H17 0.73977 1.95095 0.75331
H18 -3.06402 1.03813 -7.26549
C12 3.58898 -0.02925 1.80531
C13 6.05334 -2.98192 2.70615
H19 3.14977 3.16918 -2.71900
C14 3.52894 -2.87548 1.16293
C15 3.45809 -2.94691 2.60813
H20 1.16369 -0.29155 -2.26120
C16 -1.74889 -3.53192 -5.64253
C17 7.91359 -1.50284 3.38090
H21 -4.65968 1.17226 -0.41715
H22 -6.24991 1.22145 -8.67045
C18 -3.17163 -1.05182 1.14119
C19 -5.25450 1.34161 -8.24677
H23 7.22463 -2.07871 5.87672
H24 0.22202 -4.35134 -5.91543
C20 2.20747 -3.75948 2.96392
H25 -2.20982 -1.10737 1.66018
H26 1.94575 -3.72242 -4.29475
C21 -5.36603 2.95115 6.55788
H27 -5.41197 -1.17259 2.71635
H28 2.74041 0.62899 -6.63101
H29 6.59948 -3.64871 2.05536
P1 2.00192 -4.09103 4.82410
H30 -2.17816 -4.08575 -6.48404
H31 -1.70989 -2.63148 -3.22082
C22 1.36560 2.82848 0.59377
C23 -0.26380 -3.37282 -5.86895
O3 -3.94791 -0.04550 1.77965
H32 -5.32495 1.96032 -7.34892
H33 -5.75584 5.49626 4.68368
P2 3.47956 -1.15174 3.23169
H34 -5.72906 -0.79265 1.00012
H35 -2.34285 1.75150 4.63503
H36 -4.38760 4.13567 3.12516
H37 8.56556 -1.82221 2.58116
C24 3.63135 2.06637 -4.47995
O4 -4.75494 0.04991 -7.95300
H38 -2.43055 0.25141 -0.40267
H39 -5.72176 3.52574 7.42015
H40 4.30448 -0.37260 1.07828
O5 -4.12999 -0.73779 -1.06325
H41 4.66545 -3.89778 4.11744
H42 -4.28117 2.83762 6.61988
O6 2.22105 -5.05048 2.37904
H43 -2.90289 -0.69801 -7.57906
H44 1.85107 0.31281 -5.11329
H45 1.25292 -2.65976 -3.05425
H46 2.18913 -5.47147 4.95977
C25 -5.03853 4.76845 5.07635
H47 -0.06516 3.83579 2.87880
H48 -0.10413 -2.86985 -6.82878
H49 -2.25919 -1.47976 -0.73801
H50 0.72283 3.67681 0.35055
H51 5.88252 -2.10106 2.11423
C26 2.04001 5.28254 2.69701
H52 7.27090 -0.72868 2.98287
H53 5.74994 -2.93848 5.62668
O7 -2.93093 3.69730 4.53558
C27 7.02374 -2.65577 3.86043
H54 3.03316 -3.40595 5.49386
H55 -6.40247 0.05594 -5.88487
H56 -4.61671 1.84173 -8.98367
H57 -6.07738 -0.33194 -4.17184
H58 -2.89374 -0.29783 -5.18608
O8 -4.60945 0.78228 -5.10047
H59 -5.63631 0.46882 -1.71968
H60 -3.41604 -3.06334 -3.51848
H61 3.95295 0.91326 2.17854
H62 0.39766 -4.14457 -3.50798
H63 -2.40525 -4.08566 -2.47887
N2 0.19366 -2.43313 1.99006
H64 1.95957 -1.20950 5.14140
C28 -5.97247 0.42953 -4.95276
O9 -5.75733 3.57621 5.34935
H65 -5.85819 0.47659 2.23342
H66 -3.65934 -2.02604 1.23143
C29 2.80098 0.17782 -5.63419
H67 -4.60664 5.17841 5.99373
C30 -3.95703 4.54353 4.04437
C31 -2.40654 -3.46069 -3.37001
H68 -6.51904 1.32102 -4.64883
H69 4.55498 2.63653 -4.62384
H70 2.09044 0.33522 4.39343
O10 3.88224 0.73851 -4.90669
C32 2.77315 4.30231 1.81095
H71 2.98820 -0.88856 -5.74352
C33 -0.28127 4.90436 2.81140
H72 -0.44611 5.30428 3.81648
O11 2.11190 3.04729 1.77918
H73 2.85270 -0.40947 -2.78884
H74 5.93712 -1.25448 5.08450
H75 3.77678 4.13884 2.21888
H76 3.08174 -5.22288 1.99367
O12 1.99808 1.49311 -2.78351
C34 -2.92388 -0.72090 -0.31237
H77 2.61977 6.20930 2.76040
C35 2.13696 0.19585 -2.22812
H78 2.04438 2.62677 -0.24199
H79 4.75660 -4.64069 2.56224
H80 2.45837 0.26558 -1.18211
S1 0.22737 -3.61788 5.47909
O13 0.76885 5.60588 2.16337

Atom charges from the Mulliken analysis, given in e for atoms 1 to 6:
1. H 0.38
2. H 0.31
3. N -0.70
4. H 0.25
5. H 0.40
6. O -0.47